Here is a molecular structure, C3H5NO2 in a non-equilibrium geometry from OMol25. Energies are from wB97M-V/def2-TZVPD.

For the relative energy (zero: lowest compared OMol25 entry of this formula, charge and spin), the calculation gives 4.4698 eV. The value obtained for the energy is -8773.22487 eV. The HOMO energy comes out at -8.409 eV. As for the lowest unoccupied orbital energy: 0.534 eV. For the gap between HOMO and LUMO, the calculation gives 8.94 eV.

Element x y z (Å)
C -0.1010 -0.4205 -0.3136
C -0.4217 1.2088 0.8136
C 0.9673 -1.8009 -0.8470
N -1.0969 -0.5765 -1.0510
O 0.5272 1.3690 1.7873
O 2.1321 -1.8773 -0.7263
H -0.4255 1.9531 0.0298
H -1.3748 0.9688 1.2614
H 0.2625 -2.4471 -1.3695
H -1.8613 0.0888 -0.9780
H 1.3922 1.5338 1.3931

---

Here is 7 unconnected molecules or ions with the total composition C5H22O7 in a non-equilibrium geometry from OMol25. Energies are from wB97M-V/def2-TZVPD.

For the relative energy (zero: lowest compared OMol25 entry of this formula, charge and spin), the calculation gives 1.7711 eV. As for the SMILES: C=CCCCO.O.O.O.O.O.O. The value obtained for the energy is -19873.27217 eV. The HOMO energy comes out at -10.117 eV. As for the lowest unoccupied orbital energy: 0.349 eV. For the gap between HOMO and LUMO, the calculation gives 10.47 eV.

Element x y z (Å)
C 2.8425 -0.2412 -0.7737
O 2.7595 0.7555 0.2682
C 1.4899 -0.7752 -1.2626
C 0.4083 0.3368 -1.2721
C 0.8404 1.6371 -1.9703
C 0.7527 2.8246 -1.3769
H 3.2124 0.3185 -1.6441
H 3.5844 -0.9442 -0.4212
H 2.0377 1.3559 0.0159
H 0.9913 -1.6180 -0.7606
H 1.5806 -1.2226 -2.2580
H -0.3905 -0.0758 -1.9040
H 0.0627 0.5085 -0.2508
H 1.0359 1.5122 -3.0115
H 0.9973 3.7691 -1.8302
H 0.4019 3.0071 -0.3642
H -2.4236 -1.8383 0.9022
H -2.6362 -3.2826 1.0470
O -2.9775 -2.5360 0.5379
H -2.7979 0.2866 0.8447
H -1.3466 0.4427 1.3673
O -2.2872 0.5551 1.6167
H -2.0371 2.3140 1.2221
H -1.8055 3.2474 2.5019
O -1.9061 3.2184 1.5511
H 1.9081 0.2927 1.6176
H 1.0266 1.1174 2.6059
O 1.1938 0.2216 2.3024
H -2.3515 -3.0137 -1.2061
H -3.2105 -2.2472 -2.1506
O -2.2811 -2.3444 -1.9118
H 0.2742 -2.8399 2.6563
H 0.7199 -1.9314 1.6094
O 0.3312 -2.8108 1.7020

---

Here is 2 unconnected molecules or ions with the total composition C21H17F3NO2S2 in a non-equilibrium geometry from OMol25. Energies are from wB97M-V/def2-TZVPD.

The value obtained for the energy is -57462.53292 eV. The HOMO energy comes out at -3.051 eV. As for the lowest unoccupied orbital energy: 2.421 eV. Its charge is -1. For the gap between HOMO and LUMO, the calculation gives 5.47 eV.

Element x y z (Å)
C 6.0294 -3.2954 -1.0717
C 4.7983 -2.4354 -1.0986
C 4.2109 -2.0280 0.1054
C 3.0732 -1.2271 0.1030
C 2.5154 -0.8446 -1.1184
S 1.1129 0.2575 -1.1345
N -0.1900 -0.8586 -1.0952
C -1.3764 -0.3740 -0.9958
C -2.5616 -1.2197 -1.0300
C -3.8372 -0.6221 -1.0481
C -4.9778 -1.4126 -1.0821
C -4.8523 -2.8120 -1.1033
C -3.5815 -3.4149 -1.0942
C -2.4328 -2.6201 -1.0641
O 1.1300 1.0096 0.0978
O 1.1069 0.9336 -2.4084
C 3.0922 -1.2326 -2.3290
C 4.2290 -2.0329 -2.3138
H 6.3525 -3.5199 -2.0927
H 6.8502 -2.7900 -0.5460
H 5.8423 -4.2409 -0.5455
H 4.6546 -2.3417 1.0531
H 2.6162 -0.8990 1.0310
H -1.5943 0.7040 -0.9263
H -3.8802 0.4700 -1.0242
H -5.9618 -0.9386 -1.0912
H -5.7485 -3.4288 -1.1260
H -3.4805 -4.5013 -1.1104
H -1.4260 -3.0432 -1.0639
H 2.6502 -0.9084 -3.2653
H 4.6852 -2.3496 -3.2548
F 1.6721 4.0097 2.5074
C 0.5120 4.7061 2.6873
F 0.5016 5.1234 3.9943
F 0.6001 5.8316 1.9176
C -0.7121 3.8735 2.3612
C -1.8719 4.5078 1.9074
C -3.0138 3.7352 1.6325
C -3.0070 2.3656 1.8176
C -1.8255 1.7104 2.2668
S -1.7912 0.0667 2.4605
C -0.6714 2.5038 2.5447
H -1.8778 5.5846 1.7702
H -3.9121 4.2350 1.2736
H -3.8831 1.7526 1.6217
H 0.2317 2.0103 2.8801

---

What is the gap between HOMO and LUMO in the second record? 10.47 eV